Record 1
{"formula": "C40H62N8O14", "method": "the ωB97M-V functional and the def2-TZVPD basis", "de_lowest_kj_mol": 217.04, "homo_lumo_gap_ev": 4.9, "homo_ev": -8.52, "symbols": ["C", "C", "C", "C", "C", "C", "N", "O", "C", "C", "C", "H", "H", "H", "H", "H", "H", "H", "H", "H", "H", "H", "H", "H", "H", "H", "H", "H", "H", "C", "O", "O", "O", "H", "C", "C", "C", "C", "C", "C", "N", "O", "O", "H", "H", "H", "H", "H", "C", "C", "C", "C", "C", "C", "N", "O", "O", "H", "H", "H", "H", "H", "C", "C", "C", "C", "C", "C", "N", "O", "O", "H", "H", "H", "H", "H", "C", "O", "N", "C", "C", "H", "H", "H", "H", "H", "H", "H", "C", "O", "N", "C", "C", "H", "H", "H", "H", "H", "H", "H", "C", "O", "N", "C", "C", "H", "H", "H", "H", "H", "H", "H", "C", "O", "N", "C", "C", "H", "H", "H", "H", "H", "H", "H"], "coordinates": [[-1.9724, -3.5204, -3.8882], [-1.4717, -2.2683, -3.2438], [-1.6583, -2.5180, -1.7350], [-0.8158, -3.4997, -1.0426], [0.6386, -3.1059, -1.2253], [1.1106, -2.8395, -2.7022], [0.0173, -2.1451, -3.4903], [0.3339, -1.5266, -4.5041], [1.3780, -4.1341, -3.4792], [2.3396, -1.7745, -2.6845], [-2.3185, -1.0489, -3.7222], [-1.7063, -3.3524, -4.9605], [-2.9573, -3.6073, -3.7300], [-1.5137, -4.5101, -3.6541], [-2.8485, -2.6883, -1.4999], [-1.3650, -1.6006, -1.0728], [-1.0111, -4.5336, -1.3511], [-1.0535, -3.5017, 0.1087], [1.3319, -3.8449, -0.5557], [0.8734, -2.2288, -0.8378], [0.5365, -4.7110, -3.0563], [2.0989, -4.7714, -3.0901], [1.5283, -3.7926, -4.5870], [2.7268, -1.7915, -3.7941], [3.2283, -1.9247, -2.1141], [2.0184, -0.6602, -2.6164], [-3.4236, -1.2205, -3.5743], [-2.2090, -0.9044, -4.6966], [-1.8222, -0.2091, -3.2445], [0.1497, 0.6894, 0.2075], [0.8903, 0.1566, 1.0152], [-1.0630, 1.0978, 0.7997], [0.1547, 0.7263, -1.0329], [-1.0141, 0.7358, 1.6932], [-0.9735, 2.2413, -4.9405], [0.3526, 1.6544, -4.7184], [1.1149, 1.1843, -6.0139], [0.5642, 1.3826, -7.4232], [-0.7651, 2.0923, -7.6257], [-1.3650, 2.6937, -6.2837], [1.3379, 0.9720, -8.6017], [1.1542, 1.5648, -9.6600], [2.3631, 0.2904, -8.4543], [-1.7601, 2.2081, -4.1079], [0.4804, 1.3080, -3.5307], [2.1638, 0.7509, -5.7830], [-1.1344, 2.1849, -8.6373], [-2.1607, 3.1115, -6.3686], [-0.5685, -3.0160, 4.3296], [-1.2851, -4.2918, 4.4269], [-2.3778, -4.7691, 3.5134], [-3.0234, -3.7011, 2.5575], [-2.2753, -2.3393, 2.4923], [-1.1094, -2.0821, 3.2925], [-4.1467, -4.0730, 1.8179], [-4.3248, -3.4922, 0.7980], [-4.9856, -4.8653, 2.3367], [0.3335, -2.8656, 5.1197], [-0.8966, -5.0310, 5.1170], [-2.8240, -5.7596, 3.4143], [-2.8709, -1.5933, 1.8742], [-0.5730, -1.1674, 3.1692], [-2.8435, 1.2009, 4.0264], [-3.9779, 0.1085, 4.2057], [-5.3292, 0.3894, 3.7414], [-5.6390, 1.7774, 3.0515], [-4.5140, 2.7781, 3.0092], [-3.1820, 2.4868, 3.4727], [-7.0138, 2.1407, 2.5583], [-6.9895, 3.2826, 1.9008], [-7.9421, 1.4569, 2.9079], [-2.0111, 0.9676, 4.2082], [-3.6852, -0.9713, 4.6302], [-6.1459, -0.2346, 3.6194], [-4.7713, 3.8287, 2.8750], [-2.4256, 3.2801, 3.5883], [3.7107, 1.2737, -1.2318], [4.3132, 1.1697, -2.3859], [4.4947, 1.8152, -0.1884], [3.8227, 2.0512, 1.0787], [5.9246, 2.0096, -0.3279], [2.7672, 1.3154, -0.9823], [3.1257, 2.7259, 0.8380], [4.3358, 2.3431, 1.8796], [3.1759, 1.1004, 1.4192], [6.3845, 2.5770, 0.5592], [6.2236, 2.6695, -1.2416], [6.6851, 1.3472, -0.5674], [-1.4625, 6.4451, -0.9832], [-1.8571, 5.9391, -2.0288], [-1.1277, 5.6936, 0.1459], [-0.7322, 6.4387, 1.3971], [-1.0350, 4.1968, 0.1562], [-1.5634, 7.5602, -0.6589], [-0.3643, 5.7498, 2.1228], [-1.7653, 6.7017, 1.8556], [0.1164, 7.2952, 1.4279], [-1.8757, 4.0498, 0.9528], [-0.0754, 3.8489, 0.6376], [-1.0933, 3.7048, -0.9515], [3.9842, -3.4638, 2.3714], [4.1670, -4.7160, 2.4133], [4.3700, -2.8063, 1.2917], [3.8514, -1.4038, 1.1494], [5.1196, -3.3947, 0.2085], [3.7720, -2.8487, 3.2598], [4.1820, -0.8420, 1.9852], [2.7760, -1.4576, 1.0628], [4.0601, -1.0456, 0.2657], [6.0627, -3.8873, 0.7752], [5.5187, -2.6746, -0.3587], [4.4213, -3.9063, -0.2648], [0.7381, 2.4865, 3.7807], [0.1294, 3.5833, 3.7428], [0.7951, 1.7454, 4.9207], [1.5963, 0.4919, 4.8521], [0.3369, 2.2712, 6.1400], [1.0202, 1.9829, 2.7255], [2.2110, 0.4880, 4.1068], [0.9847, -0.3518, 4.8387], [2.0896, 0.4432, 5.7123], [-0.6645, 2.3255, 6.1565], [0.6065, 3.1935, 6.3427], [0.6376, 1.5096, 7.0548]]}

Record 2
{"formula": "C4H8O4", "method": "the ωB97M-V functional and the def2-TZVPD basis", "de_lowest_kj_mol": 280.16, "homo_lumo_gap_ev": 9.3, "homo_ev": -8.74, "smiles": "C/C=C(\\O)C(O)(O)O", "symbols": ["C", "C", "C", "O", "C", "O", "O", "O", "H", "H", "H", "H", "H", "H", "H", "H"], "coordinates": [[-2.2854, 0.1144, -0.9682], [-0.8444, -0.2441, -0.8100], [-0.0501, 0.2115, 0.1893], [-0.5983, 0.8469, 1.3087], [1.3308, -0.3037, 0.3894], [1.9075, -1.0096, -0.6233], [1.5417, -0.9080, 1.5974], [1.7740, 1.2714, 0.3862], [-2.7221, 0.4925, -0.0406], [-2.8622, -0.7654, -1.2696], [-2.4107, 0.8764, -1.7454], [-0.4256, -0.9299, -1.5401], [0.0503, 1.5496, 1.5185], [2.4495, -1.6724, -0.1638], [0.6986, -0.7926, 2.0824], [2.4465, 1.2630, -0.3107]]}

Record 3
{"formula": "CH5N3OS", "method": "the ωB97M-V functional and the def2-TZVPD basis", "de_lowest_kj_mol": 216.52, "homo_lumo_gap_ev": 10.1, "homo_ev": -9.50, "symbols": ["C", "N", "N", "N", "O", "S", "H", "H", "H", "H", "H"], "coordinates": [[-0.3289, 0.4207, -0.3745], [-0.1911, -0.9485, 0.0557], [0.6434, 1.2754, 0.3409], [1.1675, -1.2794, 0.1529], [2.9410, 0.1613, -0.7429], [2.1853, 0.0666, 0.4728], [0.0697, 0.2819, -1.4396], [-1.3388, 0.8218, -0.0851], [-0.6534, -1.1268, 1.0669], [0.4829, 1.4122, 1.3228], [1.3665, -1.4973, -0.7548]]}

Record 4
{"formula": "F2K2NO4S2", "method": "the ωB97M-V functional and the def2-TZVPD basis", "de_lowest_kj_mol": 177.95, "total_charge": 1, "homo_lumo_gap_ev": 8.7, "homo_ev": -13.80, "symbols": ["K", "K", "N", "S", "O", "O", "F", "S", "O", "O", "F"], "coordinates": [[-2.1592, -0.6789, -1.6855], [-2.2945, -1.4376, 1.6247], [-0.2817, -0.3138, 0.1091], [-0.0077, 1.3398, 0.3393], [-0.0422, 2.1413, -0.8135], [0.7861, 1.6878, 1.4301], [-1.4982, 1.4877, 0.9842], [1.1582, -0.7762, -0.3694], [2.1073, -0.8722, 0.6778], [1.5070, -0.2758, -1.6393], [0.7249, -2.3021, -0.6575]]}

Record 5
{"formula": "C5H6O", "method": "the ωB97M-V functional and the def2-TZVPD basis", "de_lowest_kj_mol": 289.04, "homo_lumo_gap_ev": 10.3, "homo_ev": -9.62, "smiles": "CC#CC(C)=O", "symbols": ["C", "C", "C", "C", "C", "O", "H", "H", "H", "H", "H", "H"], "coordinates": [[-2.0822, 0.0987, -0.2934], [-0.7840, 0.0864, -0.9211], [0.3922, 0.0491, -1.2842], [0.9446, -0.5915, -0.0454], [1.9690, 0.1718, 0.7506], [0.4830, -1.6312, 0.3756], [-2.6470, 0.9059, -0.7532], [-2.6075, -0.8539, -0.3917], [-1.9579, 0.3162, 0.7752], [2.3774, 1.0420, 0.2361], [1.5023, 0.4770, 1.6935], [2.7600, -0.5419, 0.9889]]}

Record 6
{"formula": "C12H20Cl3GeN4Ru", "method": "the ωB97M-V functional and the def2-TZVPD basis", "de_lowest_kj_mol": 226.87, "multiplicity": 2, "total_charge": 2, "homo_lumo_gap_ev": [5.8, 5.8], "homo_ev": [-14.88, -14.84], "s_squared": 0.920, "symbols": ["Ru", "C", "C", "N", "C", "C", "N", "C", "C", "N", "H", "H", "H", "H", "H", "H", "H", "H", "H", "H", "H", "H", "H", "H", "H", "N", "C", "C", "C", "C", "C", "C", "H", "H", "H", "H", "H", "Cl", "Ge", "Cl", "Cl"], "coordinates": [[0.5767, 0.3363, 0.0647], [-1.4309, -1.2890, -1.4924], [-1.6423, -1.4223, 0.0130], [-0.3254, -1.5200, 0.7006], [0.4141, -2.7665, 0.4518], [1.8835, -2.4501, 0.4444], [2.1821, -1.1879, -0.2813], [2.2601, -1.2652, -1.7573], [0.9099, -1.4537, -2.4091], [-0.1282, -0.5940, -1.7822], [-2.2596, -0.7287, -1.9148], [-1.4339, -2.2669, -1.9673], [-2.2784, -2.2814, 0.2332], [-2.1426, -0.5429, 0.4053], [-0.5008, -1.4072, 1.6984], [0.0898, -3.2015, -0.4898], [0.2054, -3.5043, 1.2246], [2.4371, -3.2859, 0.0153], [2.2224, -2.3119, 1.4688], [3.0587, -0.8182, 0.0705], [2.9141, -2.0768, -2.0842], [2.7044, -0.3298, -2.0918], [0.5938, -2.4902, -2.3600], [1.0178, -1.2117, -3.4652], [-0.3091, 0.1746, -2.4071], [0.5947, 1.9472, -0.8508], [1.1676, 3.1056, -1.0933], [2.6038, 3.2275, -1.0868], [3.1926, 4.4046, -1.4426], [2.3963, 5.5010, -1.8172], [0.9937, 5.4271, -1.7804], [0.3789, 4.2636, -1.4240], [3.1770, 2.3599, -0.7867], [4.2704, 4.4971, -1.4328], [2.8732, 6.4164, -2.1460], [0.3986, 6.2941, -2.0368], [-0.7001, 4.1757, -1.4055], [-0.4580, 3.3664, 3.6414], [-0.9160, 1.9171, 2.1496], [-1.4714, 0.1121, 3.2803], [1.4984, 1.1871, 1.9368]]}